1.
{
  "formula": "CF2O2",
  "method": "ωB97M-V/def2-TZVPD",
  "charge": 0,
  "e_lumo_ev": -0.15,
  "homo_ev": -13.00,
  "gap_ev": 12.847,
  "elements": ["F", "F", "O", "O", "C"],
  "positions_angstrom": [[0.29215, 1.28453, 0.00000], [-1.78330, 0.00453, 0.00001], [-0.60436, -0.74200, 0.00000], [1.57854, -0.51824, 0.00002], [0.51697, -0.02882, -0.00003]],
  "atomic_forces_ev_per_a": [[-0.1, -0.5, 0.0], [0.1, 0.5, 0.0], [-0.5, -1.5, 0.0], [0.3, -0.5, 0.0], [0.2, 2.0, 0.0]]
}



2.
{
  "formula": "C42H61BrGe2MnN4O2SbSi3",
  "method": "ωB97M-V/def2-TZVPD",
  "charge": 1,
  "e_lumo_ev": [-3.74, -3.93],
  "homo_ev": [-9.24, -9.58],
  "s_squared": 8.77,
  "gap_ev": [5.505, 5.657],
  "multiplicity": 6,
  "elements": ["Sb", "Br", "Ge", "Ge", "Mn", "Si", "Si", "Si", "O", "O", "N", "N", "N", "N", "C", "C", "C", "C", "C", "C", "C", "C", "C", "C", "C", "C", "C", "C", "C", "C", "C", "C", "C", "C", "C", "C", "C", "C", "C", "C", "C", "C", "C", "C", "C", "C", "C", "C", "C", "C", "C", "C", "C", "C", "C", "C", "H", "H", "H", "H", "H", "H", "H", "H", "H", "H", "H", "H", "H", "H", "H", "H", "H", "H", "H", "H", "H", "H", "H", "H", "H", "H", "H", "H", "H", "H", "H", "H", "H", "H", "H", "H", "H", "H", "H", "H", "H", "H", "H", "H", "H", "H", "H", "H", "H", "H", "H", "H", "H", "H", "H", "H", "H", "H", "H", "H", "H"],
  "positions_angstrom": [[1.45642, -0.01367, 2.99615], [3.14755, 2.83078, -4.84051], [-2.72067, -0.04204, -1.38345], [-4.42175, -0.51244, 0.33700], [0.35683, 0.49072, -0.20555], [1.09210, 3.12856, 4.33955], [2.60931, -2.07032, 0.72405], [-1.07317, 0.83206, 4.88832], [-1.09689, -0.67974, 1.39412], [-0.87533, -1.25819, -0.61305], [0.80425, 0.52817, -2.39730], [2.18661, 1.93754, 0.15547], [-0.45871, 2.20576, 1.18007], [-1.18321, -1.61440, 0.61018], [-2.17984, -0.46166, 4.10402], [-2.92022, -3.70473, -3.38197], [-3.41207, 4.16146, -3.41267], [-2.85349, 1.71085, -2.20880], [4.10585, -2.41892, 1.81879], [-2.82531, -3.36287, -4.72502], [4.18975, 0.66389, -0.00950], [2.02999, 2.56457, 5.86891], [0.70080, -0.62629, -3.06998], [4.18234, 2.98327, -0.63482], [-2.73912, -1.37298, -2.77764], [2.05108, 0.19383, -4.86080], [2.18077, 3.87816, 3.01052], [3.05534, -2.37218, -1.08706], [2.15739, 1.38654, -4.16150], [1.30249, -0.82516, -4.30134], [4.85286, 1.76757, -0.49847], [-4.19317, -2.19575, 1.28714], [-1.70303, 3.34757, 2.83748], [-2.25090, 4.18942, 1.89549], [-4.61658, 1.01531, 1.53575], [-5.95796, -0.67819, -0.86424], [-3.96780, 2.45245, -1.82159], [1.52476, 1.51732, -2.93889], [1.35065, -3.36567, 1.22212], [-2.69084, -2.03449, -5.09882], [1.97368, -0.31135, 0.88255], [-2.28474, 3.44228, -3.78937], [-2.86875, -2.71621, -2.41571], [-0.04568, 0.01408, 6.22773], [-4.25883, 3.66058, -2.43806], [2.83284, 0.75938, 0.35632], [-0.96210, 3.05818, 0.28275], [-2.26873, 1.94992, 5.81860], [2.84440, 3.00228, -0.30247], [-2.01217, 2.22036, -3.19829], [-2.64931, -1.04352, -4.13031], [-0.74731, 2.38162, 2.48318], [3.41452, 0.79722, 3.42108], [0.05035, 1.69977, 3.56548], [-1.84320, 4.07631, 0.57416], [0.11221, 4.62283, 4.93993], [3.31314, -1.45385, -1.61548], [0.12268, -1.40879, -2.60202], [1.59235, 2.44173, -2.38403], [-6.83271, -0.84621, -0.23614], [3.79714, -2.45004, 2.86532], [-4.77395, -2.12594, 2.20657], [-4.88081, 0.65057, 2.52672], [4.67840, 3.87123, -0.99453], [-1.14601, 1.66177, -3.51979], [-1.95852, 3.47301, 3.87289], [4.71782, -0.26824, 0.11299], [-3.62906, 5.11073, -3.88166], [-1.65160, -1.38588, 3.88100], [0.83695, -0.51157, 5.87074], [5.89930, 1.69170, -0.75997], [2.25724, 3.91087, -0.40900], [-5.13676, 4.21807, -2.14151], [4.06764, -0.07160, 3.45823], [-1.81486, 2.81128, 6.30195], [4.51468, -3.40218, 1.58180], [-2.57371, -0.00928, -4.43895], [1.84748, -4.33790, 1.18580], [-2.68825, 1.32684, 6.61127], [2.86105, 3.18843, 2.52366], [1.18860, -1.77310, -4.80429], [-2.86165, -4.13468, -5.48100], [-3.16700, -2.41792, 1.55335], [3.48075, 1.31628, 4.37091], [0.26584, 0.72799, 6.98855], [-2.91310, -2.99826, -1.36993], [-5.83924, -1.52985, -1.53093], [-3.02697, -4.74097, -3.09227], [-0.65949, 4.40902, 5.67460], [1.54451, 4.32104, 2.24096], [2.54309, 0.07162, -5.81500], [0.49036, -3.41707, 0.55981], [3.76390, 1.45603, 2.63198], [-2.63125, -0.10511, 3.18125], [-2.62987, -1.76986, -6.14559], [-0.67980, -0.72789, 6.71582], [-0.32607, 5.20556, 4.13374], [-3.10630, 2.28850, 5.21115], [2.20619, -2.82698, -1.59787], [3.89582, -3.05706, -1.18881], [2.99907, 3.06113, 5.91079], [2.20119, 1.49441, 5.94678], [4.91403, -1.69698, 1.73459], [-2.20243, 4.73099, -0.20310], [-3.70130, 1.59633, 1.61801], [-4.62127, 2.09995, -1.03284], [-5.41385, 1.66770, 1.18225], [-1.62555, 3.82925, -4.55467], [-0.61889, 2.93073, -0.74101], [-2.96207, 4.94808, 2.19616], [1.47332, 2.87092, 6.75518], [0.84736, 5.26378, 5.43264], [-4.59147, -3.01251, 0.68812], [-2.98267, -0.68656, 4.80940], [2.76870, 4.68568, 3.45009], [0.99187, -3.22191, 2.24159], [-6.12689, 0.21409, -1.46360]],
  "atomic_forces_ev_per_a": [[0.2, -0.2, 0.0], [0.0, 0.0, 0.0], [-0.5, -0.9, -0.3], [0.1, 0.0, 0.1], [0.2, 0.8, 0.9], [0.0, 0.0, -0.1], [0.0, 0.1, 0.0], [0.1, 0.0, -0.1], [-0.2, -1.1, -0.9], [-0.9, 0.5, -0.3], [0.1, -0.2, 0.0], [0.2, -0.2, -0.4], [-0.2, -0.2, -0.2], [0.3, 0.9, 0.9], [0.0, 0.0, 0.1], [0.0, 0.0, 0.0], [0.0, 0.0, 0.0], [0.5, 0.1, 0.2], [-0.1, -0.1, -0.1], [0.0, 0.0, 0.0], [-0.1, 0.0, 0.1], [-0.1, 0.0, 0.0], [0.1, 0.1, -0.1], [0.0, -0.1, 0.0], [0.2, 0.0, -0.1], [0.0, 0.1, 0.0], [0.0, 0.0, 0.1], [0.0, 0.0, 0.1], [-0.1, 0.0, 0.1], [0.0, 0.0, 0.1], [0.0, 0.1, 0.0], [0.0, 0.0, 0.0], [0.0, 0.0, -0.1], [0.0, 0.0, 0.0], [0.0, 0.0, 0.0], [0.0, 0.0, 0.0], [0.0, 0.0, 0.1], [-0.1, 0.0, -0.1], [0.1, 0.0, 0.0], [0.0, 0.0, 0.0], [0.3, -0.1, 0.3], [0.0, 0.0, 0.0], [0.0, 0.0, 0.0], [0.0, 0.0, 0.0], [0.0, 0.0, 0.0], [0.0, 0.2, -0.1], [-0.1, 0.2, -0.1], [0.1, 0.0, 0.0], [0.1, 0.1, 0.0], [0.0, 0.0, 0.0], [-0.1, 0.0, 0.0], [0.3, -0.1, 0.2], [-0.1, 0.1, 0.1], [-0.2, 0.0, -0.1], [0.0, -0.1, 0.0], [0.1, -0.1, 0.0], [0.0, 0.1, 0.0], [0.0, 0.0, 0.0], [0.0, 0.0, 0.0], [-0.1, 0.0, 0.0], [0.0, 0.0, 0.1], [-0.1, 0.0, 0.0], [0.0, 0.0, 0.1], [0.0, 0.0, 0.0], [0.1, 0.0, 0.0], [0.0, 0.0, 0.1], [0.0, -0.1, 0.0], [0.0, 0.0, 0.0], [0.1, -0.1, 0.0], [0.0, 0.0, 0.0], [0.1, 0.0, 0.0], [0.0, 0.0, 0.0], [0.0, 0.0, 0.0], [0.0, -0.1, 0.0], [0.0, 0.1, 0.0], [0.0, -0.1, 0.0], [0.0, 0.0, 0.0], [0.0, 0.0, 0.0], [0.0, 0.0, 0.1], [0.0, 0.0, 0.0], [0.0, -0.1, 0.0], [0.0, 0.0, 0.0], [0.1, 0.0, 0.0], [0.0, 0.0, 0.0], [0.0, 0.0, 0.0], [0.0, 0.0, 0.0], [0.0, 0.0, 0.0], [0.0, 0.0, 0.0], [-0.1, 0.0, 0.1], [0.0, 0.0, -0.1], [0.0, 0.0, 0.0], [-0.1, 0.0, -0.1], [0.0, 0.0, 0.0], [-0.1, 0.0, 0.0], [0.0, 0.0, 0.0], [-0.1, 0.0, 0.0], [0.0, 0.0, -0.1], [-0.1, 0.0, -0.1], [-0.1, 0.0, -0.1], [0.1, -0.1, 0.0], [0.1, 0.1, 0.0], [0.0, 0.0, 0.0], [0.1, 0.1, 0.0], [0.0, 0.1, -0.1], [0.1, 0.0, 0.0], [0.0, 0.0, 0.0], [0.0, 0.0, 0.0], [0.0, 0.0, 0.0], [0.0, 0.0, -0.1], [0.0, 0.0, 0.0], [0.0, 0.0, 0.1], [0.1, 0.0, 0.0], [0.0, 0.0, 0.0], [0.0, 0.0, 0.1], [0.0, 0.1, 0.0], [0.0, 0.0, 0.0], [0.0, 0.0, 0.0]]
}



Maximum force per entry: 1.98 1.43 eV/A
Energy relative to the best compared isomer or geometry (same formula, charge and spin) per entry: 0.0 0.0 kcal per mole